Molecular formula: C22H37ClN2Ru
Method: DFT, the ωB97M-V functional and the def2-TZVPD basis

Structure (XYZ):
```
63
C22H37ClN2Ru, DFT the ωB97M-V functional and the def2-TZVPD basis
Ru 1.035 -0.165 0.529
C -1.059 0.647 0.282
C -1.076 -0.719 -0.139
C -0.597 -0.732 -1.516
C -0.252 0.605 -1.833
C -0.588 1.474 -0.780
C -0.731 2.968 -0.857
C -2.193 3.218 -1.277
C -0.480 3.620 0.508
C 0.218 3.565 -1.899
C -0.467 -1.821 -2.575
C 0.873 -2.559 -2.400
C -0.462 -1.182 -3.977
C -1.623 -2.830 -2.571
C -1.627 -1.814 0.801
C -3.094 -2.115 0.467
C -0.763 -3.086 0.769
C -1.597 -1.324 2.263
H -1.554 1.030 1.160
H 0.160 0.935 -2.771
H -2.882 2.775 -0.556
H -2.394 2.781 -2.257
H -2.390 4.290 -1.327
H -1.256 3.356 1.228
H -0.478 4.705 0.406
H 0.483 3.313 0.917
H -0.015 3.211 -2.903
H 1.255 3.307 -1.672
H 0.130 4.652 -1.906
H 1.701 -1.861 -2.531
H 0.965 -3.338 -3.159
H 0.959 -3.024 -1.419
H 0.455 -0.626 -4.172
H -1.317 -0.517 -4.111
H -0.527 -1.969 -4.727
H -1.656 -3.442 -1.676
H -1.499 -3.505 -3.418
H -2.580 -2.318 -2.689
H -3.216 -2.535 -0.526
H -3.676 -1.192 0.516
H -3.510 -2.817 1.192
H -0.789 -3.595 -0.189
H -1.105 -3.791 1.528
H 0.277 -2.836 0.994
H -2.286 -0.497 2.437
H -0.590 -1.013 2.558
H -1.902 -2.141 2.917
Cl 3.125 -1.719 0.991
C 2.969 -0.641 -0.408
H 2.990 -1.232 -1.315
H 3.749 0.112 -0.372
C 1.814 -0.344 4.522
C 2.304 0.690 3.574
N 1.829 0.930 2.368
C 2.577 1.974 1.843
C 3.503 2.365 2.755
N 3.307 1.551 3.843
H 1.718 -1.304 4.016
H 0.832 -0.072 4.910
H 2.499 -0.456 5.360
H 2.406 2.346 0.848
H 4.243 3.145 2.732
H 3.850 1.563 4.689
```

multiplicity	2
molar mass	466.07	g/mol
HOMO (alpha / beta)	-10.9 / -11.6	eV
DFT total energy	-41491.8840	eV
energy relative to the best compared isomer or geometry (same formula, charge and spin)	26.8	kcal/mol
gap between HOMO and LUMO (alpha / beta)	6.86 / 7.88	eV
charge	+1